1.
Formula: C22H64O18
Source: the OMol25 dataset
Level of theory: the ωB97M-V functional and the def2-TZVPD basis

XYZ file:
```
104
Properties=species:S:1:pos:R:3:lowdin_charge:R:1
C -3.67322 -8.43637 0.13359 -0.06
C -3.42871 -7.02985 0.64923 -0.52
C -3.13231 -7.05740 2.15353 -0.06
O -2.38258 -6.43786 -0.07869 -0.04
H -4.54620 -8.89856 0.59445 0.08
H -2.83995 -9.08305 0.40847 0.08
H -3.71846 -8.54810 -0.94972 0.08
H -4.34259 -6.44464 0.54710 0.13
H -3.94096 -7.52959 2.71141 0.08
H -3.08838 -6.05757 2.58537 0.07
H -2.18164 -7.56612 2.31329 0.08
H -2.06630 -5.67442 0.40990 0.09
C 0.78832 5.94175 3.77577 -0.08
C 1.19338 4.91884 4.79647 -0.48
C 2.46764 5.42656 5.46655 -0.07
O 0.16198 4.79685 5.80888 -0.06
H -0.05804 5.57282 3.19641 0.07
H 1.63513 6.04587 3.09739 0.08
H 0.48759 6.93878 4.09761 0.09
H 1.36222 3.94049 4.34658 0.13
H 2.44883 6.42654 5.89990 0.08
H 3.29436 5.48112 4.75829 0.07
H 2.69032 4.70351 6.25122 0.08
H -0.67624 4.64268 5.36708 0.07
O -4.18782 2.95034 5.19769 -0.08
C -3.95568 1.95654 6.21576 -0.21
C -3.01127 0.80956 5.74860 -0.23
O -3.47088 0.19124 4.54331 -0.07
H -4.53678 2.48791 4.43221 0.07
H -3.73133 2.49485 7.13662 0.12
H -4.94885 1.55187 6.41055 0.11
H -2.83550 0.06723 6.52717 0.11
H -1.97995 1.13088 5.60286 0.11
H -3.30254 0.84591 3.86165 0.07
O 6.73061 -1.08840 -5.56881 -0.06
C 5.53808 -1.78173 -5.55888 -0.27
C 4.86849 -1.67916 -4.17272 -0.28
O 4.47648 -0.43454 -3.77118 -0.05
H 6.80436 -0.58849 -6.38505 0.09
H 4.93152 -1.32366 -6.34012 0.12
H 5.65859 -2.81280 -5.89124 0.11
H 5.65050 -2.02007 -3.49422 0.12
H 3.99756 -2.32685 -4.07228 0.12
H 5.23453 0.12467 -3.58613 0.09
O -1.31389 1.03082 0.86578 -0.07
C -0.22334 0.35798 0.32940 -0.26
C -0.61096 -1.12120 0.09062 -0.24
O -0.68999 -1.74157 1.34130 -0.07
H -1.61886 1.60834 0.16217 0.09
H -0.10939 0.82143 -0.65057 0.11
H 0.68075 0.54968 0.90728 0.12
H 0.17955 -1.59054 -0.49498 0.12
H -1.53748 -1.23357 -0.47245 0.12
H -1.39573 -1.43660 1.91622 0.08
O -0.27860 1.23142 -5.41350 -0.06
C -1.59761 1.27407 -5.04035 -0.26
C -2.08826 2.76095 -4.80222 -0.21
O -1.86459 3.27809 -3.48639 -0.08
H 0.26194 1.02801 -4.64667 0.09
H -2.16777 0.74218 -5.80201 0.11
H -1.77364 0.57582 -4.22209 0.11
H -3.17698 2.74278 -4.85170 0.10
H -1.84985 3.44727 -5.61477 0.12
H -1.45453 4.13949 -3.59328 0.08
O -2.46478 -4.77886 -5.14007 -0.05
C -1.58798 -5.07243 -6.15953 -0.29
C -2.28323 -4.87415 -7.50578 -0.26
O -1.56238 -5.42951 -8.57061 -0.06
H -2.14335 -5.30652 -4.40532 0.09
H -0.71937 -4.41442 -6.18478 0.12
H -1.23614 -6.08680 -5.97148 0.12
H -2.45321 -3.79972 -7.57506 0.12
H -3.23278 -5.40720 -7.45779 0.12
H -2.10456 -5.33500 -9.35720 0.09
O 7.87608 4.45639 2.55207 -0.09
C 7.15489 5.05598 1.46789 -0.21
C 6.11793 4.00856 0.87201 -0.19
O 6.74791 3.16097 -0.14867 -0.08
H 8.46121 3.75885 2.24769 0.07
H 6.66721 5.89414 1.96563 0.11
H 7.88444 5.34522 0.71145 0.11
H 5.32897 4.62205 0.43697 0.10
H 5.66930 3.39743 1.65518 0.11
H 7.49473 2.78535 0.32329 0.06
O 5.87118 -4.05604 1.20537 -0.06
C 4.90095 -3.82332 2.22464 -0.25
C 4.79233 -2.32273 2.57692 -0.22
O 5.99841 -1.86049 3.22122 -0.08
H 6.71374 -4.09229 1.66404 0.08
H 3.93041 -4.17300 1.87268 0.12
H 5.14000 -4.42796 3.09949 0.11
H 3.96465 -2.16560 3.26855 0.11
H 4.68770 -1.77568 1.63997 0.12
H 6.12704 -2.46927 3.95227 0.07
O -7.73721 4.27125 -1.60851 -0.07
C -7.20047 4.97234 -0.49425 -0.27
C -7.52673 4.37205 0.83402 -0.22
O -6.80256 3.13189 1.12533 -0.07
H -7.40172 4.64299 -2.42757 0.08
H -6.11583 4.91064 -0.58289 0.12
H -7.39601 6.03477 -0.63953 0.12
H -8.58924 4.19159 0.99710 0.12
H -7.31477 5.17447 1.54063 0.11
H -7.41186 2.39161 1.07698 0.08
```

Molar mass = 616.7 g mol⁻¹
E_HOMO = -9.91 eV
Strongest force on any atom = 0.049 hartree/bohr
Energy relative to the best compared isomer or geometry (same formula, charge and spin) = 444.6 kJ/mol
Kohn-Sham gap = 10.1 eV
LUMO energy = 0.1977 eV
Charge = 0
Structure (SMILES) = CC(C)O.CC(C)O.OCCO.OCCO.OCCO.OCCO.OCCO.OCCO.OCCO.OCCO

***

2.
Formula: C22H65N2O19PS2
Source: the OMol25 dataset
Level of theory: the ωB97M-V functional and the def2-TZVPD basis

XYZ file:
```
111
Properties=species:S:1:pos:R:3:lowdin_charge:R:1
C 1.28495 -3.86869 -0.58250 -0.06
C 1.44309 -3.17074 -1.94724 -0.25
O 0.96586 -1.83741 -1.97512 -0.15
C 1.69124 -1.00491 -1.07943 -0.22
C 1.48964 0.45928 -1.51834 -0.04
C 0.90119 1.39900 -0.45533 -0.36
C -0.60163 1.26295 -0.18886 -0.05
C -1.01443 -0.15893 0.20396 -0.13
O -2.28277 -0.11838 0.91778 -0.02
C -2.37929 -1.13034 1.79538 -0.34
O -2.04396 -2.26106 1.57941 0.07
O 0.95232 2.71692 -1.16264 -0.15
S 2.37523 3.41610 -0.89982 0.63
O 3.18825 3.37506 -2.07266 -0.23
O 2.26388 4.73981 -0.39932 -0.21
O 2.93710 2.35090 0.18696 -0.20
C 1.74238 1.74204 0.79492 -0.49
N 1.19033 2.86901 1.56268 0.09
C 0.52226 2.56816 2.54759 -0.78
S -0.50174 2.21030 3.64974 0.85
P 2.49464 0.37796 1.83091 0.85
N 1.44688 -0.52825 2.58685 -0.26
H 1.33576 -4.95221 -0.75290 0.05
H 0.32707 -3.65252 -0.09611 0.08
H 2.10958 -3.61155 0.09159 0.06
H 0.86146 -3.73942 -2.67666 0.12
H 2.51782 -3.18850 -2.19330 0.12
H 2.75610 -1.25662 -1.19698 0.12
H 1.32725 -1.22517 -0.07065 0.08
H 0.74527 0.43301 -2.32536 0.14
H 2.39143 0.86742 -1.97975 0.12
H -1.07480 1.48047 -1.16065 0.11
H -0.97473 2.02153 0.50203 0.13
H -1.20173 -0.72275 -0.71494 0.13
H -0.29881 -0.65613 0.85767 0.08
H -2.83849 -0.90124 2.77791 0.14
H 3.34153 0.99356 2.78301 0.04
H 3.33301 -0.36727 0.97723 0.01
H 1.58789 -1.48823 2.27247 -0.02
C 6.59780 2.99285 -3.70487 -0.16
O 5.88140 4.15070 -3.29562 -0.13
H 7.50509 3.31046 -4.21511 0.08
H 6.86568 2.39535 -2.82785 0.07
H 5.98988 2.39360 -4.38821 0.08
H 5.08354 3.85119 -2.84507 0.03
C -2.79415 2.50896 -3.64200 -0.14
O -2.36201 2.79776 -2.31071 -0.13
H -3.54033 1.72142 -3.59871 0.07
H -3.23692 3.39801 -4.09372 0.06
H -1.94725 2.16966 -4.24201 0.08
H -1.70205 3.49590 -2.36824 0.08
C -2.49054 -1.39942 -4.87397 -0.15
O -1.88019 -0.68989 -3.80239 -0.14
H -1.93268 -1.18586 -5.78253 0.08
H -2.46508 -2.47546 -4.68329 0.08
H -3.52710 -1.07597 -5.00632 0.07
H -2.38196 -0.88766 -3.00615 0.07
C 5.47089 -3.55129 0.57150 -0.14
O 4.50039 -2.52493 0.36589 -0.16
H 5.24645 -4.36841 -0.10936 0.08
H 6.47401 -3.17394 0.36111 0.08
H 5.42478 -3.91833 1.59913 0.08
H 4.71277 -1.80992 0.97176 0.04
C -4.94979 -1.12832 5.26936 -0.16
O -4.56353 0.01608 4.51208 -0.14
H -4.29026 -1.94699 4.99913 0.05
H -4.85321 -0.92846 6.33925 0.08
H -5.98026 -1.41022 5.04003 0.08
H -5.14901 0.74079 4.74701 0.07
C -5.99719 4.26941 -3.79740 -0.15
O -5.78141 3.13399 -4.63503 -0.14
H -5.29767 4.21560 -2.96498 0.08
H -5.82329 5.19393 -4.35239 0.08
H -7.01950 4.26129 -3.40935 0.08
H -6.40422 3.19137 -5.36534 0.08
C -7.23362 0.50212 -2.07517 -0.16
O -6.98681 1.83337 -1.64333 -0.12
H -7.64776 -0.05418 -1.23750 0.08
H -7.95186 0.49306 -2.89982 0.08
H -6.30304 0.02509 -2.39505 0.07
H -6.62110 2.31420 -2.39120 0.02
C 1.40266 -8.06826 -0.77988 -0.15
O 0.68630 -6.91949 -0.33609 -0.14
H 2.32375 -7.73165 -1.25025 0.08
H 1.64884 -8.71544 0.06553 0.08
H 0.81296 -8.62868 -1.50965 0.08
H -0.12531 -7.22666 0.07804 0.08
C -3.92256 -5.33179 5.72837 -0.14
O -4.68942 -4.20817 6.16083 -0.14
H -3.04683 -4.96480 5.19920 0.06
H -3.60255 -5.91924 6.59209 0.08
H -4.51842 -5.95346 5.05505 0.08
H -5.46136 -4.54454 6.62378 0.07
C -0.96239 -2.46792 5.53468 -0.15
O -0.76080 -3.61525 4.71315 -0.14
H -0.25217 -2.49940 6.35736 0.08
H -0.79453 -1.55931 4.94963 0.07
H -1.97924 -2.46680 5.93897 0.06
H -1.39701 -3.56207 3.99194 0.05
C 0.80176 7.40828 1.87611 -0.16
O 0.73801 6.19587 2.61755 -0.13
H 0.47142 8.21839 2.52254 0.07
H 1.82663 7.60392 1.55137 0.08
H 0.14647 7.35715 1.00269 0.08
H 1.03383 5.48974 2.03164 0.04
C 9.46784 3.87153 -1.01549 -0.16
O 8.17236 3.97212 -0.43790 -0.13
H 10.11846 3.33619 -0.32770 0.08
H 9.41717 3.32075 -1.95919 0.07
H 9.87613 4.87042 -1.19067 0.08
H 7.61808 4.44852 -1.06680 0.06
```

Molar mass = 756.9 g mol⁻¹
E_HOMO = -9.36 eV
Strongest force on any atom = 0.046 hartree/bohr
Kohn-Sham gap = 9.3 eV
LUMO energy = -0.0378 eV
Charge = 0